(1)
9 unconnected molecules or ions with the total composition C38H75O15S9. Source: the Open Molecules 2025 dataset; level of theory: ωB97M-V with the def2-TZVPD basis set.

Calculated values
Molecular weight ... 1060.6 g mol⁻¹
HOMO-LUMO gap ... 6.2 eV
Highest occupied orbital energy ... -4.88 eV
Electronic energy ... -168825.5134 eV
Net charge ... -1

```
137
Properties=species:S:1:pos:R:3:lowdin_charge:R:1
C 0.322 1.073 3.042 0.06
C 0.272 -0.191 2.381 0.00
C -0.199 -1.413 1.348 -0.27
C -0.109 -2.797 2.222 -0.14
C 1.387 -3.210 2.741 -0.18
C 1.358 -4.591 3.685 -0.34
C 0.857 -5.896 2.766 -0.11
C 2.971 -4.908 3.995 -0.14
C 0.620 -1.425 -0.073 -0.27
C 2.010 -0.566 -0.101 -0.04
C 3.280 -1.235 0.684 -0.21
O 3.987 -2.281 0.190 -0.07
C 3.770 -0.594 2.110 -0.06
C 3.650 1.027 2.351 -0.02
C 4.075 1.741 3.768 -0.07
C 4.645 0.828 5.006 -0.08
C 4.838 -0.801 4.810 -0.07
C 4.403 -1.475 3.380 -0.01
O 0.728 -2.829 -0.497 -0.25
S -0.842 -3.158 -1.170 0.87
O -0.997 -4.729 -1.169 -0.38
O -0.909 -2.662 -2.642 -0.36
C -2.255 -2.491 -0.138 -0.18
C -3.464 -1.962 -1.144 -0.41
O -4.575 -2.716 -1.340 -0.14
O -3.348 -0.673 -1.886 -0.27
C -1.809 -1.273 0.912 -0.17
C -2.822 -1.089 2.181 -0.16
O -3.342 -2.350 2.754 -0.26
C -4.671 -1.987 3.316 -0.12
H 0.528 2.183 3.423 0.07
H -0.546 -3.753 1.663 0.12
H -0.783 -2.692 3.202 0.14
H 1.759 -2.356 3.449 0.11
H 2.102 -3.468 1.852 0.11
H 0.726 -4.460 4.665 0.13
H 1.651 -6.782 2.787 0.08
H 0.808 -5.555 1.623 0.09
H -0.201 -6.264 3.103 0.07
H 3.474 -4.099 4.674 0.06
H 3.034 -6.004 4.464 0.08
H 3.539 -5.005 2.949 0.09
H -0.091 -0.902 -0.878 0.16
H 2.332 -0.494 -1.249 0.14
H 1.881 0.568 0.239 0.11
H 3.238 1.732 1.496 0.08
H 3.952 2.900 3.928 0.08
H 4.927 1.296 6.043 0.07
H 5.241 -1.512 5.652 0.07
H 4.480 -2.644 3.179 0.08
H -2.720 -3.413 0.452 0.16
H -1.852 -0.263 0.280 0.15
H -2.417 -0.437 3.064 0.13
H -3.780 -0.510 1.765 0.14
H -5.451 -1.935 2.433 0.11
H -5.047 -2.771 4.098 0.10
H -4.635 -0.925 3.826 0.06
C -1.131 4.759 1.572 -0.28
S -0.797 3.221 0.681 0.80
O 0.684 3.141 0.457 -0.58
C -1.555 3.739 -0.878 -0.25
H -0.707 4.677 2.575 0.03
H -0.670 5.601 1.051 0.02
H -2.211 4.910 1.648 0.05
H -1.068 4.644 -1.249 0.02
H -2.621 3.923 -0.723 0.06
H -1.430 2.936 -1.608 0.06
C -1.249 -1.617 -5.624 -0.25
S -0.437 -0.601 -6.881 0.81
O -1.286 -0.648 -8.117 -0.58
C 0.966 -1.713 -7.143 -0.27
H -2.183 -1.129 -5.334 0.06
H -1.470 -2.608 -6.028 0.06
H -0.601 -1.704 -4.749 0.03
H 0.610 -2.698 -7.454 0.04
H 1.543 -1.797 -6.219 0.05
H 1.600 -1.293 -7.927 0.05
C -2.194 -3.901 -9.528 -0.26
S -0.735 -4.969 -9.492 0.79
O -0.031 -4.818 -10.808 -0.57
C -1.645 -6.532 -9.538 -0.28
H -1.862 -2.860 -9.544 0.03
H -2.785 -4.105 -10.424 0.06
H -2.797 -4.074 -8.634 0.06
H -2.269 -6.575 -10.433 0.05
H -2.265 -6.621 -8.643 0.05
H -0.923 -7.352 -9.560 0.05
C -1.152 8.694 -2.482 -0.27
S -0.150 7.354 -1.794 0.83
O -0.620 7.115 -0.389 -0.56
C 1.389 8.300 -1.699 -0.27
H -2.179 8.337 -2.593 0.05
H -1.139 9.555 -1.809 0.06
H -0.761 8.977 -3.461 0.05
H 1.246 9.185 -1.074 0.06
H 1.699 8.596 -2.704 0.05
H 2.160 7.665 -1.256 0.05
C -4.271 6.901 5.157 -0.27
S -2.665 6.496 4.428 0.82
O -2.629 5.011 4.213 -0.56
C -1.691 6.854 5.909 -0.27
H -5.047 6.714 4.412 0.05
H -4.452 6.276 6.034 0.05
H -4.288 7.957 5.438 0.05
H -2.030 6.231 6.741 0.06
H -1.791 7.911 6.166 0.05
H -0.642 6.633 5.697 0.05
C -7.271 2.755 5.098 -0.27
S -5.665 2.349 4.369 0.83
O -5.629 0.865 4.154 -0.56
C -4.691 2.707 5.851 -0.27
H -8.047 2.567 4.353 0.05
H -7.452 2.129 5.975 0.05
H -7.288 3.810 5.379 0.04
H -5.030 2.085 6.682 0.06
H -4.791 3.764 6.108 0.03
H -3.642 2.486 5.638 0.05
C 5.538 -6.559 -2.269 -0.29
S 4.646 -5.551 -1.060 0.80
O 4.195 -6.463 0.043 -0.57
C 3.212 -5.221 -2.114 -0.25
H 6.464 -6.913 -1.809 0.04
H 4.929 -7.418 -2.563 0.05
H 5.779 -5.952 -3.145 0.05
H 2.746 -6.162 -2.416 0.06
H 3.528 -4.657 -2.994 0.05
H 2.493 -4.628 -1.544 0.04
C 5.838 1.543 -2.859 -0.27
S 4.946 2.551 -1.651 0.83
O 4.495 1.640 -0.548 -0.56
C 3.512 2.881 -2.704 -0.26
H 6.764 1.190 -2.400 0.05
H 5.229 0.685 -3.153 0.06
H 6.079 2.150 -3.735 0.05
H 3.046 1.941 -3.007 0.06
H 3.828 3.445 -3.585 0.05
H 2.793 3.475 -2.135 0.05
```



(2)
A molecular structure, C7H11NO. Source: the Open Molecules 2025 dataset; level of theory: ωB97M-V with the def2-TZVPD basis set.

Calculated values
Molecular weight ... 125.2 g mol⁻¹
HOMO-LUMO gap ... 9.6 eV
Highest occupied orbital energy ... -8.63 eV
ΔE to the lowest compared entry with this formula, charge and spin ... 6.4183 eV
Electronic energy ... -10968.8578 eV

```
20
Properties=species:S:1:pos:R:3:lowdin_charge:R:1
C 1.885 1.367 1.518 -0.03
C -0.592 0.856 1.192 -0.17
C -0.905 -0.331 0.326 -0.10
C 0.548 -0.020 -0.082 -0.38
C 0.973 -1.242 -0.758 -0.14
C -1.478 -0.902 -1.070 -0.17
C -2.548 -0.891 -1.950 0.03
H 1.851 2.084 0.751 0.06
H 2.763 0.863 1.429 0.05
H 1.791 2.084 2.393 0.12
H -0.844 0.867 2.320 0.15
H -0.605 1.868 0.752 0.13
H -0.810 -1.312 0.910 0.17
H 0.465 0.750 -0.802 0.14
H 1.271 -2.239 -0.193 0.17
H 1.694 -0.889 -1.684 0.16
H -2.447 -1.278 -3.111 0.12
H -3.524 -0.420 -1.719 0.04
N 0.759 0.510 1.191 -0.19
O -0.247 -1.725 -1.414 -0.16
```



(3)
3 unconnected molecules or ions with the total composition C10H22FNO3. Source: the Open Molecules 2025 dataset; level of theory: ωB97M-V with the def2-TZVPD basis set.

Calculated values
Molecular weight ... 223.3 g mol⁻¹
HOMO-LUMO gap ... 10.2 eV
Highest occupied orbital energy ... -9.67 eV
Electronic energy ... -21072.8681 eV

```
37
Properties=species:S:1:pos:R:3:lowdin_charge:R:1
C -1.529 3.333 -1.382 -0.07
C -0.244 2.337 -1.605 -0.24
F 0.300 2.019 -0.264 -0.10
C -0.589 0.913 -2.340 -0.14
C -0.066 0.679 -3.911 -0.13
C 1.548 0.359 -3.852 -0.19
N 1.683 -0.326 -2.487 0.00
C 0.386 -0.261 -1.657 -0.25
O 0.156 -1.073 -0.623 -0.05
H -1.506 4.199 -2.184 0.09
H -2.577 2.796 -1.431 0.09
H -1.490 3.883 -0.324 0.10
H 0.564 2.940 -2.199 0.15
H -1.664 0.438 -2.127 0.17
H -0.512 -0.406 -4.110 0.13
H -0.494 1.379 -4.745 0.12
H 2.310 1.250 -3.956 0.12
H 1.839 -0.518 -4.591 0.13
H 1.867 -1.333 -2.776 0.13
C 1.714 -0.765 3.203 -0.09
C 2.747 -0.203 2.249 -0.32
O 3.153 -1.204 1.328 -0.09
H 2.120 -1.622 3.749 0.08
H 1.394 -0.006 3.923 0.07
H 0.836 -1.123 2.655 0.05
H 3.632 0.134 2.798 0.11
H 2.344 0.647 1.690 0.10
H 2.362 -1.490 0.839 0.07
C -1.713 -2.587 2.499 -0.10
C -2.536 -1.320 2.399 -0.33
O -3.511 -1.292 3.430 -0.09
H -2.356 -3.471 2.419 0.08
H -0.959 -2.627 1.707 0.06
H -1.209 -2.647 3.469 0.07
H -3.055 -1.275 1.437 0.11
H -1.903 -0.432 2.490 0.11
H -3.040 -1.323 4.280 0.09
```



(4)
A molecular structure, C16H38BN6OPPbS2Si. Source: the Open Molecules 2025 dataset; level of theory: ωB97M-V with the def2-TZVPD basis set.

Calculated values
Molecular weight ... 671.7 g mol⁻¹
HOMO-LUMO gap ... 7.5 eV
Highest occupied orbital energy ... -7.16 eV
ΔE to the lowest compared entry with this formula, charge and spin ... 1.0409 eV
Electronic energy ... -72961.9292 eV

```
67
Properties=species:S:1:pos:R:3:lowdin_charge:R:1
Pb -0.324 -0.066 0.278 1.07
C 2.998 -2.713 -0.572 -0.04
N 3.457 -1.784 0.453 -0.11
C 4.118 -2.149 1.628 -0.03
C 4.095 -0.992 2.352 -0.11
N 3.451 0.003 1.715 -0.03
B 3.554 1.583 2.094 -0.41
N 2.183 2.352 2.004 -0.02
C 1.984 3.625 1.522 -0.06
C 0.653 3.865 1.453 -0.06
N -0.007 2.721 1.911 -0.15
C -1.359 2.697 2.399 -0.07
C 0.976 1.823 2.308 -0.80
S 0.695 0.294 3.074 0.55
C 3.089 -0.495 0.535 -0.77
S 2.282 0.291 -0.746 0.56
H 2.107 -3.149 -0.158 0.04
H 3.689 -3.532 -0.854 0.11
H 2.832 -2.153 -1.474 0.04
H 4.554 -3.116 1.883 0.13
H 4.479 -0.845 3.364 0.13
H 4.274 2.106 1.316 0.07
H 3.869 1.503 3.259 0.07
H 2.876 4.159 1.185 0.13
H 0.040 4.711 1.203 0.10
H -1.712 3.710 2.515 0.09
H -1.371 2.142 3.321 0.06
H -2.044 2.212 1.692 0.07
N -0.795 -0.496 -2.271 -0.07
C -2.154 -0.746 -2.763 -0.26
C -2.920 -1.647 -1.827 -0.25
N -3.011 -0.912 -0.549 -0.03
H -0.420 0.201 -2.871 0.05
H -0.177 -1.299 -2.196 0.06
H -2.218 -1.130 -3.760 0.11
H -2.680 0.219 -2.722 0.08
H -2.314 -2.529 -1.678 0.10
H -3.845 -1.822 -2.292 0.09
H -3.394 -1.341 0.249 0.03
H -3.500 -0.029 -0.821 0.09
C -2.572 2.942 -3.564 -0.34
P -1.524 3.013 -2.088 0.79
C -2.082 4.677 -1.414 -0.27
C 0.199 3.418 -2.601 -0.30
H -2.662 3.879 -4.151 0.05
H -3.533 2.749 -3.199 0.00
H -2.410 2.161 -4.306 0.03
H -1.675 5.419 -2.116 0.04
H -1.579 4.815 -0.466 0.00
H -3.144 4.768 -1.285 0.03
H 0.315 4.436 -2.872 0.01
H 0.678 2.709 -3.346 0.06
H 0.819 3.381 -1.683 0.02
C -0.618 -5.016 -0.131 -0.16
Si -0.599 -3.536 1.018 0.19
C 0.868 -3.732 2.160 -0.16
C -2.303 -3.433 1.760 -0.17
O -0.219 -2.274 0.079 -0.58
H -0.346 -5.922 0.455 0.04
H 0.312 -4.887 -0.767 0.05
H -1.472 -5.125 -0.682 -0.02
H 0.643 -4.271 3.170 0.07
H 1.119 -2.728 2.463 -0.01
H 1.748 -4.097 1.656 0.01
H -2.470 -4.413 2.183 0.02
H -3.057 -3.396 0.937 0.04
H -2.441 -2.813 2.634 0.03
```